Entry 1:
Below is a 3-piece molecular cluster, H5O3 overall at a distorted geometry, with properties calculated with the ωB97M-V functional and the def2-TZVPD basis.

The calculation puts the total energy at -6224.085 eV. For the largest force on an atom, the calculation gives 1.01 eV/Å. The HOMO-LUMO gap is 8.26 eV. Its energy above the lowest of the compared OMol25 structures with the same formula, charge and spin is 52.6 kJ/mol. Its LUMO energy is 4.871 eV. For the HOMO energy, the calculation gives -0.1246 Ha.

The geometry in ORCA input format:
```
! RIJCOSX wB97M-V def2-TZVPD def2/J DEFGRID3
* xyz -1 1
O -0.64710 -0.76743 -0.27872
H 0.24348 0.25875 1.69980
H 1.08608 1.33378 -1.47191
H 0.20852 0.17727 -1.85438
O -0.19263 -0.11023 2.50059
H -0.87481 -0.59568 2.03217
H -1.39416 -0.16869 -0.30468
O 0.90104 0.77612 -2.21436
*
```

***

Entry 2:
Below is a 3-piece molecular cluster, H5O3 overall at a distorted geometry, with properties calculated with the ωB97M-V functional and the def2-TZVPD basis.

The calculation puts the total energy at -6224.263 eV. For the largest force on an atom, the calculation gives 1.38 eV/Å. The HOMO-LUMO gap is 9.17 eV. Its energy above the lowest of the compared OMol25 structures with the same formula, charge and spin is 35.5 kJ/mol. Its LUMO energy is 5.001 eV. For the HOMO energy, the calculation gives -0.1534 Ha.

The geometry in ORCA input format:
```
! RIJCOSX wB97M-V def2-TZVPD def2/J DEFGRID3
* xyz -1 1
H 1.04465 -0.30585 0.17058
H -2.18816 1.07620 -0.84574
H -0.13665 0.02940 1.63131
H 2.01428 -1.28985 -0.20737
O -0.40919 -0.47861 0.86696
H -0.89222 0.31907 -0.18341
O 1.79970 -0.40744 -0.53113
O -1.23239 1.05708 -0.90120
*
```

***

Entry 3:
Below is a 30-piece molecular cluster, H60O30 overall at a distorted geometry, with properties calculated with the ωB97M-V functional and the def2-TZVPD basis.

The calculation puts the total energy at -62401.573 eV. For the largest force on an atom, the calculation gives 2.74 eV/Å. The HOMO-LUMO gap is 9.18 eV. Its energy above the lowest of the compared OMol25 structures with the same formula, charge and spin is 356.6 kJ/mol. Its LUMO energy is -0.463 eV. For the HOMO energy, the calculation gives -0.3543 Ha.

The geometry in ORCA input format:
```
! RIJCOSX wB97M-V def2-TZVPD def2/J DEFGRID3
* xyz 0 1
O -1.15135 5.95077 0.85817
O -1.50128 4.32728 -1.54604
O 2.52051 -0.94364 0.61923
H 2.08489 -1.61710 3.66595
H -2.02818 -4.89073 1.21566
O 3.86467 2.55396 2.63404
H 1.81855 0.45658 1.31362
H 1.30099 2.77273 -2.79775
H -0.17220 -4.84356 3.54782
O -5.48126 -0.31068 -0.98042
O -0.83766 -3.09953 -4.71140
H 4.40032 -3.83510 -0.95249
H 2.03835 -3.90398 -4.18833
O -2.54827 -4.10146 1.25848
H 1.39016 4.44729 0.02804
H -1.81063 3.84916 -0.78096
O -3.41720 3.89382 0.81291
O -0.17376 -5.21769 -2.48121
H 2.29373 -0.14262 3.71047
H 3.21686 -1.30242 1.27054
H -2.49618 3.90487 1.04146
O 2.05987 4.33216 -0.67941
H 4.29984 -1.59241 -1.57214
H 0.89355 -4.12408 2.62381
O 0.06808 1.16542 4.36762
H 5.08022 -0.31291 -1.51767
H 0.17617 -1.82328 -4.18192
H -2.25048 -0.75117 2.54522
H -0.73685 -3.72166 -5.43318
O 4.90755 -1.80968 1.52239
H -0.08506 -0.79780 -3.07081
H 4.58586 1.96008 2.29462
H 2.14375 1.85620 1.88841
H 2.06145 0.08966 -3.75490
O 0.46551 -5.00247 2.80401
H -2.20735 -2.02819 3.36923
H 1.76264 5.32329 2.57209
H 3.65981 2.26264 3.55823
O 4.17711 -0.64493 -1.54280
H -3.49765 -3.13869 -1.60211
H -3.15632 -2.86359 -0.10428
H -2.74622 1.01938 3.74544
H -0.23201 -5.24233 -1.54748
H -3.69575 4.73656 1.30298
H -0.57098 1.23597 1.23801
H 2.96698 -0.62911 -0.18153
O 0.90272 3.58229 -3.08009
H -3.06264 2.27694 2.82526
H 1.31722 -4.36238 -2.99920
H 1.62589 4.78067 -1.41754
H 1.17145 -2.11153 1.44653
H -4.70334 -0.85800 -1.02543
H -0.04869 0.22089 4.67278
H -4.25579 2.72790 -0.30708
O 2.85557 0.72917 -3.70324
O -1.40252 1.08124 0.79025
H -3.39074 -4.38280 1.71036
O -3.05087 0.43069 -3.29162
H -1.87621 -1.10792 -1.12202
H 0.04484 3.62434 -2.71507
O 2.34270 -0.92340 4.28049
H -2.16345 5.05158 -1.61428
H -5.23958 0.61417 -1.06310
H -1.51944 -2.51761 -5.07906
H -2.21282 1.10656 1.26861
H 0.01022 -2.00814 2.43232
H -0.41362 5.86670 1.56493
H -0.73654 6.17429 -0.01026
H -1.01086 -4.74877 -2.61902
O -3.07601 1.31340 2.86517
O 0.85005 5.43562 2.78763
O 4.36350 -3.28601 -1.76157
H 3.39376 0.53977 -2.90046
H 3.56122 -3.60985 -2.22533
H 4.78049 -2.77552 1.56676
H -3.83690 0.81122 -2.89778
O -1.15243 -0.59089 -1.48072
H 0.54691 4.73689 3.42565
H -5.45045 2.95742 -1.27263
H -0.97319 0.12875 -0.80581
H 5.55843 -1.66248 0.81135
O -1.67454 -1.51608 2.74448
O 1.41649 1.21306 1.80769
O -4.85832 2.29375 -0.92741
O 0.84378 -2.44195 2.30919
H 0.54024 1.20497 3.53570
H -2.50551 0.14284 -2.58970
O 2.19673 -4.26157 -3.33851
O 0.38800 -0.88944 -3.89243
O -3.53648 -2.43776 -0.88742
*
```

***

Entry 4:
Below is a 30-piece molecular cluster, H60O30 overall at a distorted geometry, with properties calculated with the ωB97M-V functional and the def2-TZVPD basis.

The calculation puts the total energy at -62403.711 eV. For the largest force on an atom, the calculation gives 1.79 eV/Å. The HOMO-LUMO gap is 10.64 eV. Its energy above the lowest of the compared OMol25 structures with the same formula, charge and spin is 150.3 kJ/mol. Its LUMO energy is -0.086 eV. For the HOMO energy, the calculation gives -0.3942 Ha.

The geometry in ORCA input format:
```
! RIJCOSX wB97M-V def2-TZVPD def2/J DEFGRID3
* xyz 0 1
H 0.75582 0.21615 1.56187
H 0.52124 1.62698 -5.06578
H -5.07671 -0.84593 -0.50095
H -4.57875 4.38110 -1.97041
H 4.47684 0.07968 3.73201
O 3.04020 -1.77307 1.49099
O -1.36769 2.46990 3.37017
H -3.33640 -0.66963 3.56891
O 4.29361 1.00555 -4.35902
O -0.39526 -2.60400 3.06991
O 3.82354 -1.68954 -1.94104
H -2.99647 0.33572 -1.99752
O 2.63983 0.15436 4.61217
H -0.73007 2.54823 -5.28200
H 5.28585 0.84032 -0.36753
H -3.34578 0.45024 -3.53294
H -1.62746 1.55263 3.60242
H 0.28599 -2.59635 3.76705
O -3.72810 0.49952 -2.65395
O -3.82161 3.97753 -1.52099
H -3.89104 3.03851 -1.75664
H -0.15763 -2.93769 -1.89226
H 2.19661 1.75958 2.38046
H 4.36191 0.61167 -5.21347
H 2.57470 -4.23174 0.14880
O -5.13817 -0.97903 2.38022
H 2.90235 1.97540 -0.03119
H -4.30562 -3.49038 -0.86752
O 2.25567 2.31027 -0.65189
H 3.50185 -3.49235 -0.84184
H -2.32646 -1.41688 4.42210
O 0.79713 4.71708 3.04718
O 4.60225 0.43449 0.17978
O -5.53143 -0.02414 -0.29511
H 3.21859 -2.59756 0.96668
H -1.46799 -3.00810 -1.09064
O 1.44678 0.96145 -3.43615
H -0.92808 4.88488 0.70245
H -3.02294 -1.43386 0.22459
H -0.44524 2.49561 3.63570
O -2.74722 -0.66746 -0.28263
H 0.85933 5.44007 3.67219
O 2.53797 2.72446 2.42921
H 3.46187 0.69332 -3.96631
O 1.56935 0.26627 2.10948
H 1.70244 2.94111 -0.19152
H 2.09282 -0.54729 1.82549
H -0.64760 0.59407 -0.33012
O -4.29052 -2.36575 -2.65573
H 4.37652 -1.04976 -1.50319
H -5.72332 0.31331 -1.19182
H 1.98589 0.14228 3.89937
H -2.11993 2.26277 1.48779
O -2.61971 -0.50478 4.19183
O 1.07398 -4.14286 0.95561
H 1.46718 1.82628 -3.07050
H 5.06876 0.14392 0.99983
H 0.93813 1.13379 -0.36846
O 3.48603 -3.93322 0.01986
H 0.29712 -4.70358 1.04369
H 0.80914 -3.32039 0.55438
H 3.38325 2.57995 2.89489
O 5.10408 0.04147 2.99566
H -5.69887 -1.73225 2.27265
H 2.13932 0.11369 5.43973
O -2.42406 1.99216 0.59321
H 0.23324 -2.65242 2.33218
H -4.07984 -1.44941 -2.43599
H 2.02626 -1.44966 -2.00530
H 1.24185 0.33035 -2.71738
O -0.77253 -3.58736 -1.48117
H -1.13453 -0.04924 -5.21424
H 0.68655 -0.95000 -1.53330
H -1.57654 -1.44161 -5.60502
H -3.43747 -3.97870 0.39609
H -2.62444 2.75799 0.07975
H -2.86548 0.12618 0.23500
H -5.12144 -0.50741 1.52200
H 1.58533 4.15248 3.25222
O -3.92518 -3.23956 -0.01153
O -0.25079 1.76866 -5.62526
O 1.10234 -1.41405 -2.27635
O -0.37280 4.11125 0.58950
H -4.39803 -2.41667 -3.61558
H 0.15099 4.13320 1.37925
H 4.31094 -2.05682 -2.68184
O -1.77155 -0.72240 -4.97172
H 5.93561 -0.03712 3.46153
O 0.31098 0.35557 -0.36316
H 3.90275 -1.56142 1.87114
*
```

***

Entry 5:
Below is a 30-piece molecular cluster, H60O30 overall at a distorted geometry, with properties calculated with the ωB97M-V functional and the def2-TZVPD basis.

The calculation puts the total energy at -62402.354 eV. For the largest force on an atom, the calculation gives 3.18 eV/Å. The HOMO-LUMO gap is 8.81 eV. Its energy above the lowest of the compared OMol25 structures with the same formula, charge and spin is 281.2 kJ/mol. Its LUMO energy is -0.250 eV. For the HOMO energy, the calculation gives -0.3330 Ha.

The geometry in ORCA input format:
```
! RIJCOSX wB97M-V def2-TZVPD def2/J DEFGRID3
* xyz 0 1
H 5.11788 0.63902 -3.08765
H -2.24804 2.90930 4.21485
O 0.99754 4.12100 -4.34013
H -2.07757 -1.63518 3.40442
O -0.73964 -4.31377 -1.54277
H 2.26885 3.29653 -2.98140
H -0.85559 -0.87009 3.98887
H 0.33865 0.85166 2.66487
H -2.93963 2.57854 1.70872
O 2.20484 0.14451 -4.02481
H -2.29981 -4.34919 -2.33005
O -3.29444 2.52321 0.76518
H 1.68693 0.27850 -4.88713
H -4.25937 -1.07555 2.97195
H 1.22232 -2.30597 0.69290
O -0.34217 5.12277 2.79600
H -3.82990 0.74061 3.24475
H 0.45568 5.12971 0.45819
H 2.34284 -4.18015 -2.32955
O -1.25168 1.22179 -4.99904
H -0.20469 -1.74850 -1.01488
H 3.05675 -1.01864 2.76429
H -0.99530 5.15218 3.45134
O 0.82611 -1.71410 -2.70275
H -0.40228 -6.34470 0.87770
H -2.34556 -1.65968 -2.81445
H 2.33497 1.04277 -3.72311
O 2.70875 1.79850 3.59209
H -0.10898 0.27640 0.33168
O -3.96488 -1.97872 3.07414
O 4.80611 -0.27513 -2.84242
O 0.31050 -5.69571 0.89067
O -4.76046 0.52903 3.23769
H -4.41682 -2.48421 3.75996
H -0.21695 -4.59509 -2.27761
H -3.25463 -2.60484 1.58885
H 1.37656 -1.14441 -3.21331
H -4.39425 -1.08903 -1.89709
H -3.20406 -2.32775 0.15669
H -0.91114 -1.30001 -2.83127
H 1.27989 -3.82593 0.92827
H -0.40441 2.73981 0.54118
H 1.18988 0.91490 0.12871
H 5.47014 -0.66386 -2.19762
H 2.40307 2.62400 3.17918
H 2.49110 -2.42203 2.53577
H 3.25107 0.11608 0.53198
H 0.18955 3.65725 -4.68083
O 1.66963 -4.28725 -2.99795
O -1.62525 -1.44209 -3.41786
H 1.47958 6.38333 0.12250
H 2.19736 -4.49853 -3.78417
H 2.01518 -0.50066 -1.32597
O -0.23636 -1.43630 -0.08933
O -3.25456 -4.38393 -2.63685
O -0.80531 3.65545 0.45480
H -1.76296 3.41879 0.37489
O 0.58551 6.10349 0.19836
H -1.39764 1.74691 3.52385
O 2.84759 -1.83622 3.23022
H -3.96177 3.23282 0.56168
H -0.94472 -1.97077 0.43999
H 1.03855 -6.22887 1.25310
H -1.29478 0.46244 -4.43058
O 2.62421 0.20850 -1.10962
O 0.35373 1.06704 0.64496
O 2.69135 2.94758 -2.20598
H -5.15113 0.92260 2.43391
H 3.13300 1.40081 2.85057
O -2.32101 2.13751 3.61281
H 1.41557 4.76658 2.82655
O 2.31872 4.41541 2.83760
H 4.54742 0.22139 1.54251
O -3.73834 -1.70600 -1.49889
O 1.82955 -3.04093 0.82345
H -4.01510 -2.59485 -1.79306
H 1.99980 2.90484 -1.51473
O 3.60474 -0.02966 1.44197
H 1.08990 -2.59960 -2.81613
O -1.42741 -1.65777 4.10943
H -0.50026 1.15762 -5.63061
H -0.44769 -4.73506 -0.75495
H 2.83512 5.18371 2.58932
H -3.60988 -5.12294 -2.09229
H -0.63991 4.71185 2.00274
H 0.77488 1.19005 3.98625
O 0.16559 0.65270 3.55896
O -2.75030 -2.82883 0.80317
H 3.39903 0.19252 -1.70416
H 0.66068 5.03052 -4.18348
*
```

***

Q: Which value of energy above the lowest of the compared OMol25 structures with the same formula, charge and spin does entry 5 give?
A: 281.2 kJ/mol

***

Q: Look up the energy above the lowest of the compared OMol25 structures with the same formula, charge and spin of the second one.
A: 35.5 kJ/mol